No. 1
Formula: C34H57InN3O2SSi
Source: the Open Molecules 2025 dataset
Level of theory: ωB97M-V with the def2-TZVPD basis set

Last column: Löwdin charge in e.
Element x y z (Å)
O  0.8818  -1.7337  0.5072  -0.357
O  0.8313  -0.3210  -4.4679  -0.202
C  2.2757  -2.0008  0.3784  -0.281
C  2.8119  -3.0826  1.2740  -0.046
H  2.7910  -1.0636  0.6097  0.080
H  2.4399  -2.2254  -0.6794  0.120
H  2.5931  -2.9050  2.3293  0.051
H  3.8900  -3.1260  1.1707  0.092
H  2.4482  -4.0767  1.0223  0.086
C  0.0216  -2.8430  0.3082  -0.268
C  0.0082  -3.3835  -1.0978  -0.041
H  -0.9721  -2.4956  0.5954  0.099
H  0.2980  -3.6256  1.0273  0.113
H  -0.3863  -2.6457  -1.8015  0.084
H  -0.6305  -4.2600  -1.1333  0.086
H  1.0042  -3.7069  -1.4014  0.078
C  -0.2249  0.2756  -5.2512  -0.265
C  1.7892  -1.0925  -5.2156  -0.265
C  -1.5476  -0.4868  -5.1191  -0.078
H  0.0534  0.3540  -6.3219  0.122
H  -0.3549  1.2927  -4.8471  0.105
H  -1.4532  -1.5166  -5.5020  0.066
H  -2.3226  0.0286  -5.7070  0.079
H  -1.8784  -0.5345  -4.0684  0.065
C  1.2084  -2.2558  -6.0217  -0.087
H  2.4938  -1.4739  -4.4634  0.114
H  2.3387  -0.4158  -5.8936  0.117
H  0.6194  -2.9343  -5.3881  0.077
H  2.0343  -2.8299  -6.4608  0.080
H  0.5720  -1.9030  -6.8482  0.074
H  1.4905  1.5069  -2.6665  0.032
N  -0.7591  -1.0135  3.4367  0.059
C  -1.6167  -0.3493  4.2039  -0.455
C  -2.4554  0.7872  3.9289  0.064
C  -2.4678  1.6489  2.8261  -0.291
C  -2.1462  -1.0517  5.4657  -0.013
H  -1.4048  -1.7209  5.9183  0.098
H  -3.0219  -1.6446  5.1218  0.103
H  -2.4280  -0.3120  6.2330  0.092
C  -3.3367  2.8761  2.8561  0.020
H  -4.0323  2.9192  2.0117  0.109
H  -2.7006  3.7640  2.8582  0.093
H  -3.9397  2.8854  3.7646  0.090
N  -1.6860  1.4208  1.7609  0.046
C  -0.5195  -2.4064  3.6079  -0.188
C  0.7030  -2.8663  4.2021  -0.231
C  1.7865  -1.9654  4.7000  -0.039
C  0.9087  -4.2169  4.4176  -0.043
H  1.8202  -4.5175  4.9231  0.122
C  -0.0377  -5.1753  4.0024  -0.048
H  0.1832  -6.2215  4.1530  0.106
C  -1.2144  -4.7379  3.4099  -0.053
H  -1.9563  -5.4811  3.1135  0.122
C  -1.4901  -3.3906  3.2039  -0.231
C  -2.8046  -3.0103  2.5919  -0.045
C  -1.9283  2.0041  0.5076  -0.262
C  -1.2996  3.2176  0.1569  -0.230
C  -0.3256  3.9011  1.0817  -0.053
C  -1.5919  3.7779  -1.0883  -0.043
H  -1.1112  4.7270  -1.3570  0.126
C  -2.4404  3.1226  -1.9852  -0.061
H  -2.6230  3.5736  -2.9673  0.117
C  -3.0120  1.8952  -1.6651  -0.034
H  -3.6499  1.3610  -2.3912  0.127
C  -2.7797  1.3333  -0.4177  -0.201
C  -3.3298  -0.0121  -0.0413  -0.027
In  0.6521  0.5965  1.5593  0.976
H  2.6951  -2.1562  4.1144  0.080
H  1.9193  -2.1167  5.7813  0.106
H  1.5154  -0.9299  4.5613  0.006
H  -2.7853  -1.9760  2.2271  0.055
H  -3.6120  -3.1061  3.3269  0.089
H  -3.0307  -3.6862  1.7625  0.092
H  0.2033  4.6804  0.5160  0.090
H  0.4594  3.2343  1.4768  -0.004
H  -0.8047  4.3899  1.9431  0.083
H  -3.8049  -0.0139  0.9495  0.077
H  -2.5106  -0.7472  -0.0395  0.078
H  -4.0775  -0.3599  -0.7607  0.091
H  -3.1906  0.9891  4.7182  0.140
C  1.4859  2.6097  -2.4885  -0.174
Si  2.9629  3.5195  -3.2264  0.444
H  0.5449  2.9958  -2.9240  0.019
H  1.4148  2.7596  -1.3917  0.012
C  4.4558  2.3933  -3.1958  -0.189
C  3.3630  5.0928  -2.2768  -0.191
C  2.5766  3.9997  -5.0027  -0.190
H  3.3759  4.6281  -5.4226  0.035
H  1.6385  4.5700  -5.0733  0.030
H  2.4789  3.1117  -5.6440  0.027
H  4.8036  2.2319  -2.1659  0.031
H  5.2895  2.8222  -3.7688  0.036
H  4.2171  1.4121  -3.6287  0.025
H  3.3830  4.9172  -1.1914  0.024
H  2.6260  5.8844  -2.4786  0.030
H  4.3518  5.4784  -2.5693  0.036
S  0.2355  1.3804  4.8558  0.794
C  0.3469  0.9372  6.4306  -0.752
N  0.4049  0.8167  7.6148  0.120

Its net charge is +1. The HOMO energy (spin up / spin down) comes out at -11.1 / -11.0 eV. The calculation puts the HOMO-LUMO gap (spin up / spin down) at 4.5 / 4.2 eV. The value obtained for the lowest unoccupied orbital energy (spin up / spin down) is -6.65 / -6.87 eV. Its largest force on an atom is 4.3 eV/Å. As for the total energy: -2521.95363 Ha.

No. 2
Formula: C34H57LaN3O2SSi
Source: the Open Molecules 2025 dataset
Level of theory: ωB97M-V with the def2-TZVPD basis set

Last column: Löwdin charge in e.
Element x y z (Å)
O  1.5455  2.9528  0.0143  -0.226
O  0.9753  2.8351  -2.2565  -0.138
C  1.5068  4.0395  1.0167  -0.189
C  1.6164  3.5588  2.4387  -0.057
H  0.5561  4.5722  0.8677  0.110
H  2.3137  4.7256  0.7480  0.117
H  0.9636  2.7061  2.6533  0.080
H  1.3403  4.3485  3.1418  0.097
H  2.6475  3.2851  2.6894  0.083
C  2.7111  2.0646  0.1996  -0.203
C  3.9396  2.8088  -0.2004  -0.046
H  2.5215  1.1767  -0.4158  0.112
H  2.7057  1.7115  1.2353  0.106
H  3.8611  3.1734  -1.2285  0.072
H  4.7971  2.1438  -0.1311  0.097
H  4.1173  3.6698  0.4475  0.087
C  1.0445  1.7512  -3.3372  -0.107
C  0.6842  4.2221  -2.7137  -0.138
C  1.8505  0.5537  -2.9562  -0.058
H  1.4517  2.2322  -4.2358  0.128
H  -0.0044  1.5132  -3.5122  0.108
H  2.8857  0.7835  -2.6655  0.094
H  1.9092  -0.0908  -3.8456  0.101
H  1.3612  -0.0469  -2.1744  0.055
C  2.0400  4.7354  -3.1436  -0.038
H  0.2767  4.7540  -1.8379  0.126
H  -0.0763  4.1388  -3.4826  0.127
H  2.7305  4.6353  -2.2925  0.074
H  1.9907  5.7848  -3.4381  0.097
H  2.4292  4.1446  -3.9947  0.093
H  1.5378  3.0067  -1.3635  0.091
N  0.1288  -2.2912  2.1637  -0.143
C  -0.1310  -3.5751  2.4826  -0.341
C  -0.8191  -4.4684  1.6505  -0.026
C  -1.2663  -4.2384  0.3316  -0.325
C  0.4134  -4.1029  3.7843  -0.003
H  0.3298  -3.3583  4.5897  0.093
H  1.4761  -4.3699  3.6625  0.093
H  -0.1493  -5.0045  4.0613  0.090
C  -1.6639  -5.4172  -0.5251  -0.002
H  -1.0442  -5.4868  -1.4321  0.091
H  -2.7195  -5.3448  -0.8274  0.086
H  -1.5439  -6.3422  0.0513  0.085
N  -1.4048  -3.0066  -0.1644  -0.089
C  1.2236  -1.5564  2.7102  -0.235
C  1.0179  -0.5250  3.6494  -0.233
C  -0.3528  -0.2136  4.1850  -0.062
C  2.1221  0.1982  4.1171  -0.058
H  1.9504  0.9718  4.8752  0.119
C  3.4043  -0.0877  3.6378  -0.087
H  4.2605  0.4749  4.0239  0.108
C  3.5925  -1.1018  2.7021  -0.052
H  4.5927  -1.3515  2.3346  0.116
C  2.5157  -1.8360  2.2197  -0.217
C  2.7149  -2.9416  1.2324  -0.029
C  -1.7291  -2.6714  -1.5095  -0.242
C  -3.0567  -2.2958  -1.8294  -0.221
C  -4.1864  -2.6028  -0.8811  -0.035
C  -3.2923  -1.6268  -3.0359  -0.043
H  -4.3027  -1.2936  -3.2781  0.120
C  -2.2307  -1.3845  -3.9241  -0.099
H  -2.4245  -0.8415  -4.8522  0.111
C  -0.9543  -1.8536  -3.6488  -0.060
H  -0.1390  -1.7033  -4.3639  0.111
C  -0.6865  -2.5250  -2.4555  -0.216
C  0.6919  -3.0008  -2.1201  -0.039
La  -1.4727  -0.9079  1.0867  1.856
H  -0.8639  0.5957  3.6228  0.071
H  -0.2518  0.1592  5.2132  0.095
H  -1.0199  -1.0895  4.2278  0.069
H  2.0002  -2.9186  0.3951  0.057
H  2.6333  -3.9388  1.6961  0.090
H  3.7255  -2.8578  0.8116  0.084
H  -5.1502  -2.3531  -1.3469  0.091
H  -4.1522  -2.0487  0.0782  0.053
H  -4.2060  -3.6742  -0.6242  0.083
H  0.6812  -3.9240  -1.5270  0.076
H  1.2650  -2.2565  -1.5452  0.063
H  1.2681  -3.1960  -3.0344  0.092
H  -0.9340  -5.4879  2.0291  0.108
C  -0.8601  0.8594  -0.1070  -0.537
Si  -2.2242  1.9844  -0.6607  0.370
H  -0.2563  0.5739  -1.0113  -0.009
H  -0.1565  1.4417  0.5555  0.001
C  -2.1128  3.7830  -0.1292  -0.160
C  -3.7297  1.2188  0.1394  -0.207
C  -2.4857  1.9748  -2.5100  -0.165
H  -3.5405  2.2632  -2.6854  0.053
H  -2.3496  0.9731  -2.9490  0.008
H  -1.8520  2.6887  -3.0641  0.015
H  -2.4486  3.8775  0.9091  0.041
H  -2.7994  4.3595  -0.7613  0.042
H  -1.1166  4.2326  -0.2193  -0.014
H  -3.5740  0.9630  1.2032  -0.001
H  -4.0604  0.3231  -0.4076  0.028
H  -4.5492  1.9466  0.1007  0.050
S  -4.6849  -2.1052  4.7044  0.618
C  -3.9407  -1.5102  3.4629  -1.026
N  -3.3492  -1.0659  2.5031  -0.217

Its net charge is +1. The HOMO energy comes out at -9.7 eV. The calculation puts the HOMO-LUMO gap at 7.7 eV. The value obtained for the lowest unoccupied orbital energy is -2.00 eV. Its largest force on an atom is 5.1 eV/Å. As for the total energy: -2363.55060 Ha.